[1]
Density functional theory data (ωB97M-V/def2-TZVPD) for 2 unconnected molecules or ions with the total composition H2N4O at a distorted geometry.

Output
frontier orbital gap (alpha / beta): 8.19 / 11.10 eV
total charge: 0
2S+1: 3
<S²>: 2.006
energy relative to the best compared isomer or geometry (same formula, charge and spin): 35.3 kJ/mol
highest occupied orbital energy (alpha / beta): -7.1 / -11.4 eV

```
7
Properties=species:S:1:pos:R:3:forces:R:3
N -1.021786 1.357671 0.010422 -1.016 -2.257 -0.482
N -1.618255 0.382422 -0.003495 2.307 5.566 0.609
N 1.221126 -0.305620 -0.041333 8.623 3.948 1.724
N 0.315236 -1.097011 -0.027069 -4.784 -4.746 -0.024
O -2.366706 -0.470194 0.093970 -2.052 -2.887 -0.107
H 1.303013 0.555273 -0.531960 -0.774 0.746 -0.803
H 2.167370 -0.422540 0.499464 -2.304 -0.370 -0.918
```
Positions in Å, forces in eV/Å.

---

[2]
Density functional theory data (ωB97M-V/def2-TZVPD) for 3 unconnected molecules or ions with the total composition C3H12N2O2.

Output
frontier orbital gap: 8.37 eV
structure (SMILES): C/C(N)=C/N.O.O
total charge: 0
2S+1: 1
energy relative to the best compared isomer or geometry (same formula, charge and spin): 90.9 kJ/mol
highest occupied orbital energy: -7.6 eV

```
19
Properties=species:S:1:pos:R:3:forces:R:3
C -1.328676 1.293218 -0.433766 -0.232 0.277 -0.602
C -0.055107 1.014761 0.309098 0.124 -0.634 0.099
C 1.126816 1.045084 -0.300598 0.068 0.375 -0.282
N 2.371817 0.824510 0.318092 -0.190 -0.446 0.376
N -0.162173 0.496414 1.642426 -0.196 0.438 0.198
H -2.242870 1.103885 0.127386 0.125 -0.020 0.307
H -1.359222 2.337105 -0.755191 -0.099 0.022 0.123
H -1.425634 0.704783 -1.350095 0.170 -0.084 0.084
H 1.157411 1.334948 -1.341414 0.045 0.096 -0.022
H 2.309779 0.070588 0.999128 0.127 0.142 -0.042
H 3.111612 0.607594 -0.333396 -0.092 0.037 -0.050
H -1.091502 0.653629 2.008681 -0.030 -0.014 0.002
H 0.481495 0.923548 2.307518 0.071 -0.132 -0.302
H -0.257414 -2.519969 -2.347298 -0.126 0.183 -0.029
H -0.835804 -1.710202 -1.219102 0.088 -0.153 -0.177
O -0.828469 -1.756998 -2.187584 0.073 -0.116 0.116
H -0.130146 -1.373682 0.739749 0.126 -0.153 0.539
H -0.779575 -2.709022 1.169407 0.001 0.092 0.084
O -0.062330 -2.340195 0.646967 -0.055 0.089 -0.422
```
Positions in Å, forces in eV/Å.

---

[3]
Density functional theory data (ωB97M-V/def2-TZVPD) for a single C13H13N5O2 molecule at a distorted geometry.

Output
frontier orbital gap: 8.03 eV
structure (SMILES): CCCOc1ccccc1-c1nc(O)c2n[nH]nc2n1
total charge: 0
2S+1: 1
energy relative to the best compared isomer or geometry (same formula, charge and spin): 0.0 kJ/mol
highest occupied orbital energy: -8.4 eV

```
33
Properties=species:S:1:pos:R:3:forces:R:3
N -1.531117 -3.981472 0.144213 -1.684 -2.259 0.975
N -3.356958 -3.595037 -1.183738 -1.267 -0.430 0.655
N -1.358032 -0.731033 -2.099185 -3.189 -0.418 -0.565
N -0.223184 -2.230716 -0.714667 2.258 1.604 0.365
O -3.149277 -1.223665 -3.114059 -3.970 -1.739 -0.368
O -0.015531 0.408611 0.801736 -0.752 -1.114 -0.136
C -0.308801 -1.132615 -1.489284 -1.153 -1.964 3.177
C 2.914470 1.364628 -1.027156 2.286 -0.819 -0.627
C 2.835327 0.611094 -2.192377 -0.710 0.161 -1.431
C 2.030070 1.231851 -0.025976 -0.280 0.305 0.550
C 1.609104 -0.056932 -2.486267 0.957 0.709 1.898
C 0.901961 0.470052 -0.221504 -0.411 1.563 2.148
C 0.639518 -0.098595 -1.449423 4.255 -0.109 -0.278
C -2.438391 -1.524853 -2.064076 2.610 3.409 -3.813
C -1.342508 -2.882513 -0.501069 0.424 1.765 -2.848
C -2.487590 -2.623358 -1.304733 0.295 -0.228 0.715
N -2.761577 -4.326760 -0.311065 0.663 -1.136 1.807
C 0.495855 3.050384 3.560617 -1.875 0.158 0.592
C 0.218996 0.833515 2.160422 1.678 1.221 -0.742
C 0.131235 2.383496 2.221949 -0.921 -0.401 -0.070
H -2.915312 -0.364546 -3.434807 0.696 0.849 -0.194
H 3.849436 1.851728 -0.740053 -0.150 0.048 -0.578
H 3.755604 0.606252 -2.808803 -1.064 -0.133 -0.063
H 2.336094 1.675077 0.902684 -0.512 0.038 0.380
H 1.369426 -0.687996 -3.335329 0.552 0.229 -0.166
H -3.283902 -4.964166 0.265088 -0.092 -0.603 -0.388
H 0.644269 4.142826 3.394636 -0.198 -0.794 0.312
H -0.305285 2.894726 4.389983 1.287 0.311 -1.468
H 1.405772 2.630075 3.935041 0.722 -0.149 0.305
H -0.636791 0.512228 2.727418 -0.043 -0.826 0.183
H 1.189139 0.440421 2.568252 -0.843 0.091 -0.386
H 0.749730 2.853681 1.443977 -0.522 -0.262 0.098
H -0.961751 2.463612 1.987556 0.951 0.923 -0.037
```
Positions in Å, forces in eV/Å.

---

[4]
Density functional theory data (ωB97M-V/def2-TZVPD) for a molecular structure, C34H75ClInN2O5 at a distorted geometry.

Output
frontier orbital gap: 6.45 eV
total charge: -1
2S+1: 1
highest occupied orbital energy: -4.3 eV

```
118
Properties=species:S:1:pos:R:3:forces:R:3
C 1.537182 2.610825 -5.451934 -0.425 -0.552 0.250
C 1.627960 1.107998 -5.697971 0.405 -0.008 0.059
C 1.414183 0.291719 -4.423711 -0.087 0.214 -0.335
N 0.127515 0.499811 -3.795874 0.009 -0.290 0.160
In -0.163523 -0.362493 -1.860788 -0.246 -0.162 0.277
N -2.221194 0.027012 -1.341289 0.503 -0.070 -0.026
C 0.021480 -2.581979 -2.076795 -0.210 -0.059 0.286
C 0.988635 -3.270455 -1.193510 0.749 -0.140 -0.980
C 0.765945 -3.490393 0.159913 -0.590 0.165 0.084
C 1.651982 -4.183213 0.945188 0.834 -0.455 0.167
C 2.835782 -4.673885 0.404155 -0.051 0.041 -0.121
C 3.109725 -4.446291 -0.939184 -0.527 0.206 0.299
C 2.205342 -3.749346 -1.742340 0.261 -0.323 0.297
C 2.568146 -3.544652 -3.189507 -0.204 0.203 0.301
C 1.058062 0.528417 -0.219027 0.058 0.083 -0.334
C 2.519926 0.776344 -0.519666 -0.359 0.707 0.682
C 2.715815 2.005929 -1.394778 0.166 -0.404 -0.235
Cl 3.352998 -0.659791 -1.218019 0.103 -0.192 -0.108
H 0.491982 2.865841 -5.293070 -0.091 0.333 -0.127
H 1.931140 3.187815 -6.280419 0.022 0.214 -0.093
H 2.055729 2.852329 -4.525077 0.269 0.172 0.005
H 0.923379 0.796911 -6.469368 -0.153 0.020 -0.060
H 2.631779 0.872112 -6.064231 0.057 -0.058 -0.103
H 2.284821 0.502408 -3.781146 0.059 0.013 0.122
H 1.506309 -0.759636 -4.709696 -0.012 -0.186 0.120
H -0.139329 1.474905 -3.825311 0.084 0.095 0.040
H -2.774713 -0.421840 -2.066129 -0.134 0.090 -0.020
H -2.341596 1.025599 -1.491231 -0.228 0.034 0.002
H -0.969988 -2.998838 -1.891057 -0.211 0.230 0.078
H 0.242657 -2.772191 -3.119791 0.034 -0.014 -0.222
H -0.147852 -3.127984 0.613500 -0.149 0.127 -0.075
H 1.457263 -4.371339 1.990733 -0.195 0.086 0.164
H 3.533120 -5.231702 1.012845 0.059 -0.017 0.095
H 4.033104 -4.819918 -1.359745 0.090 0.001 -0.129
H 3.585716 -3.876308 -3.367355 0.168 -0.054 -0.068
H 2.496456 -2.489051 -3.447431 0.010 0.079 -0.126
H 1.903469 -4.096750 -3.851301 -0.118 -0.044 -0.135
H 0.954699 -0.011795 0.720732 -0.077 -0.298 0.010
H 0.641231 1.520554 -0.031039 -0.178 0.097 0.056
H 3.042664 0.966685 0.417634 0.329 -0.245 0.014
H 2.759291 2.893335 -0.770650 -0.147 0.174 0.113
H 3.650819 1.931084 -1.942411 0.105 0.117 -0.128
H 1.889112 2.091320 -2.097681 -0.032 0.055 -0.148
C -0.773739 -7.303431 -7.292845 0.080 -0.066 0.087
C -1.687798 -6.670916 -6.255655 -0.003 0.088 -0.071
O -1.939846 -7.495481 -5.134317 -0.109 -0.093 -0.017
C -0.802211 -7.855032 -4.369484 0.118 0.000 0.139
C -0.051682 -6.671729 -3.783987 -0.037 0.104 -0.149
H -1.145855 -8.288407 -7.580100 -0.032 0.017 -0.025
H -0.723835 -6.673312 -8.181517 -0.018 0.010 -0.003
H 0.243228 -7.426626 -6.917243 0.007 0.040 -0.019
H -2.666077 -6.484383 -6.699939 -0.029 -0.024 0.048
H -1.294290 -5.699366 -5.938241 0.035 -0.010 -0.012
H -0.126280 -8.483987 -4.961812 0.014 0.020 -0.020
H -1.186624 -8.480467 -3.562994 -0.066 0.004 -0.028
H 0.420857 -6.071048 -4.563196 0.056 -0.012 0.032
H 0.733770 -7.012194 -3.108875 -0.013 -0.008 0.021
H -0.727912 -6.018385 -3.231743 0.017 -0.018 0.055
C 2.276672 3.156175 3.628680 -0.057 -0.077 0.066
C 1.196373 4.004522 2.976742 0.106 -0.038 0.095
O 0.153344 3.249449 2.404473 -0.157 0.064 -0.382
C -0.589057 2.416961 3.273753 0.060 -0.022 0.062
C -1.300977 3.192018 4.369238 0.127 -0.026 0.124
H 2.638942 2.401364 2.929012 0.012 0.027 -0.029
H 3.114710 3.783952 3.935336 0.006 0.010 -0.015
H 1.907067 2.639180 4.516170 0.015 0.032 0.016
H 1.629341 4.567338 2.148746 -0.049 -0.015 -0.041
H 0.800488 4.739970 3.688807 0.019 -0.023 0.043
H 0.062943 1.636377 3.683455 -0.051 0.047 0.147
H -1.320188 1.902873 2.649824 0.060 0.081 -0.139
H -0.598173 3.648813 5.068437 -0.025 -0.045 0.047
H -1.946205 2.523459 4.941602 -0.027 0.013 -0.001
H -1.909368 3.989285 3.939863 -0.043 -0.048 -0.039
C -0.006103 -1.689506 3.958514 -0.137 -0.083 0.055
C 0.515697 -2.555998 5.090579 0.111 0.042 -0.144
O -0.340021 -2.599755 6.222963 0.035 0.014 0.122
C -1.634630 -3.116788 5.986530 -0.106 -0.032 0.008
C -1.644652 -4.555400 5.495815 0.107 0.012 -0.086
H -0.255527 -0.694778 4.331736 0.040 0.022 -0.033
H 0.743026 -1.599335 3.171494 0.013 0.014 -0.002
H -0.904310 -2.113928 3.507150 0.030 0.019 -0.066
H 1.458286 -2.150007 5.458670 -0.029 -0.001 0.076
H 0.728077 -3.569551 4.732147 -0.026 -0.002 -0.020
H -2.186084 -2.472259 5.292517 0.006 -0.029 -0.035
H -2.147631 -3.057522 6.947913 0.048 0.032 0.026
H -1.219289 -4.646333 4.495469 -0.045 0.002 -0.013
H -2.667908 -4.930476 5.454522 -0.011 0.007 0.016
H -1.063134 -5.190742 6.165751 -0.031 0.000 0.031
C -0.342395 6.913765 -4.211840 -0.121 0.038 -0.088
C 0.562514 6.501644 -5.361092 0.058 0.019 0.128
O -0.092305 5.749551 -6.363186 0.042 -0.114 -0.099
C -1.154197 6.392969 -7.034650 -0.071 0.045 -0.041
C -0.736109 7.640213 -7.797907 0.079 0.054 0.101
H -0.860332 6.044263 -3.805931 0.045 -0.020 0.024
H 0.246858 7.372630 -3.417365 0.019 -0.017 0.007
H -1.097360 7.637766 -4.525376 0.030 0.026 0.018
H 1.349486 5.847925 -4.984807 -0.014 -0.053 -0.051
H 1.057521 7.378073 -5.797507 -0.034 0.027 0.009
H -1.968730 6.623820 -6.337939 0.007 0.045 -0.001
H -1.540302 5.652318 -7.735452 0.032 -0.049 0.032
H -0.423475 8.442238 -7.126903 -0.036 0.011 -0.006
H -1.570435 8.013233 -8.393420 -0.009 -0.018 -0.011
H 0.099121 7.417021 -8.463235 -0.025 -0.023 -0.029
C -3.849473 1.880948 7.857855 -0.016 0.096 0.126
C -2.376894 1.619294 8.127694 -0.078 -0.088 -0.094
O -1.649474 2.776895 8.498552 0.095 0.036 -0.064
C -2.071429 3.414447 9.686683 -0.005 0.050 0.086
C -1.961244 2.542611 10.927278 -0.051 -0.110 -0.055
H -3.966218 2.691975 7.137601 0.013 -0.031 -0.042
H -4.320992 0.983937 7.455790 0.017 -0.009 -0.022
H -4.388268 2.160294 8.765363 -0.015 -0.045 -0.003
H -1.903658 1.258709 7.214468 0.087 0.045 0.024
H -2.253952 0.830870 8.878546 -0.033 0.003 0.012
H -3.092304 3.799082 9.576819 -0.018 -0.030 0.025
H -1.418724 4.281415 9.794186 0.022 -0.007 -0.057
H -2.663293 1.707715 10.901454 -0.021 0.025 0.024
H -2.179160 3.130727 11.819626 0.012 0.020 -0.002
H -0.955417 2.129950 11.014567 0.017 0.037 0.012
```
Positions in Å, forces in eV/Å.